The following is a DFT calculation (the ωB97M-V functional and the def2-TZVPD basis) of an isolated ion of composition C10H13N4 and charge +1 in a non-equilibrium geometry.

Geometry as XYZ:
```
27
C10H13N4, DFT the ωB97M-V functional and the def2-TZVPD basis
C -0.3649 -2.4691 -1.7154
C -0.8019 -1.5108 -2.6048
C -0.4509 -0.7259 0.0114
C -0.2330 -2.0866 -0.3651
C -0.7902 0.1720 -0.9637
C 1.5553 2.3463 -0.7550
C -0.4996 -0.4340 1.4550
C -0.5741 1.0402 1.6393
C 0.4752 2.7071 -0.0165
C 0.6938 2.0231 1.3032
N 2.3953 1.5778 -0.0496
N -0.9144 -0.2198 -2.2584
N 1.9391 1.3918 1.1145
N -0.0765 -3.0491 0.5905
H -0.3054 -3.3762 -2.0985
H -1.0894 -1.9052 -3.6349
H 1.6585 2.7429 -1.7763
H -1.4602 -0.9577 1.8377
H 0.2758 -0.8379 1.9812
H -1.2477 1.3816 0.9727
H -0.8653 1.3881 2.6848
H -0.3779 3.3876 -0.2592
H 0.5243 2.7838 2.2040
H -1.3480 0.4448 -2.8820
H 2.5792 1.1092 1.8642
H -0.0414 -4.0034 0.3466
H -0.6557 -2.9205 1.3742
```

Molar mass ... 189.242 g/mol
Highest occupied orbital energy (spin up / spin down) ... -11.0 / -11.0 eV
E_tot ... -607.479152 hartree
Energy relative to the best compared isomer or geometry (same formula, charge and spin) ... 105.0 kcal per mole
Net charge ... +1
Orbital gap (spin up / spin down) ... 6.09 / 6.09 eV
LUMO level (spin up / spin down) ... -4.955 / -4.952 eV

=====

The following is a DFT calculation (the ωB97M-V functional and the def2-TZVPD basis) of one molecule with the formula C6H12O.

Geometry as XYZ:
```
19
C6H12O, DFT the ωB97M-V functional and the def2-TZVPD basis
C -1.8786 0.9925 0.4835
C -0.3498 0.9675 0.4611
O 0.1600 0.5944 1.7620
C 0.5479 -0.6951 1.2778
C 0.4194 -0.2273 -0.1825
C 1.7727 0.2275 -0.7310
C -0.2840 -1.1629 -1.1546
H -2.1545 1.1055 1.5358
H -2.2747 1.8476 -0.0726
H -2.3546 0.0809 0.1022
H 0.0360 1.9572 0.1726
H -0.1837 -1.4692 1.5609
H 1.5483 -0.9942 1.6206
H 2.2766 0.8884 -0.0152
H 1.6613 0.7689 -1.6797
H 2.4242 -0.6375 -0.9102
H -0.4212 -0.6925 -2.1364
H -1.2652 -1.4852 -0.7894
H 0.3199 -2.0667 -1.3050
```

Structure (SMILES) ... C[C@H]1OCC1(C)C
Molar mass ... 100.161 g/mol
Highest occupied orbital energy ... -9.6 eV
E_tot ... -311.016114 hartree
Energy relative to the best compared isomer or geometry (same formula, charge and spin) ... 27.1 kcal per mole
Net charge ... 0
Orbital gap ... 10.52 eV
LUMO level ... 0.955 eV

=====

The following is a DFT calculation (the ωB97M-V functional and the def2-TZVPD basis) of a 2-piece molecular cluster, C34H29N3O overall in a non-equilibrium geometry.

Geometry as XYZ:
```
67
C34H29N3O, DFT the ωB97M-V functional and the def2-TZVPD basis
O -1.0690 -3.2530 2.1305
C 0.0714 -2.7183 2.1274
C 0.4472 -1.7728 3.1726
C 1.6037 -1.0344 3.1213
C 2.5300 -1.2421 2.0817
C 3.7663 -0.5327 2.0192
N 4.7918 0.0266 1.9385
C 2.2717 -2.2369 1.1196
C 1.1001 -2.9605 1.1336
H -0.2991 -1.6149 3.9396
H 1.7932 -0.2957 3.9002
H 3.0093 -2.4262 0.3391
H 0.9212 -3.7310 0.3862
C -3.4972 -2.3187 -5.7041
N -3.2397 -1.6750 -4.4119
C -3.8183 -0.3783 -4.2969
C -5.1936 -0.2138 -4.5101
C -5.7714 1.0512 -4.3847
C -4.9629 2.1618 -4.1083
C -3.5797 2.0029 -3.9443
C -3.0065 0.7276 -4.0113
C -3.1314 -2.4693 -3.2701
C -2.3368 -2.0156 -2.1886
C -2.2636 -2.7679 -1.0356
C -3.0889 -3.9226 -0.8438
C -3.0501 -4.5601 0.4277
C -4.0065 -5.4555 0.9719
C -3.7131 -6.0237 2.2456
C -4.5817 -6.9073 2.8578
C -5.7525 -7.3182 2.1958
N -6.6404 -8.2171 2.8375
C -7.0871 -9.3637 2.0352
C -7.6430 -7.6516 3.6810
C -8.8771 -7.2644 3.1482
C -9.8193 -6.6318 3.9638
C -9.5543 -6.4503 5.3265
C -8.3398 -6.8888 5.8732
C -7.3664 -7.4592 5.0455
C -6.0812 -6.7579 0.9478
C -5.2790 -5.7778 0.3916
C -3.8743 -4.3639 -1.9626
C -3.8694 -3.6607 -3.1488
H -2.8512 -3.1940 -5.8067
H -4.5504 -2.6137 -5.8139
H -3.2365 -1.5825 -6.4734
H -5.7954 -1.0794 -4.7767
H -6.8452 1.1623 -4.5128
H -5.4151 3.1615 -4.0228
H -2.9389 2.8655 -3.7644
H -1.9336 0.5678 -3.9030
H -1.7649 -1.0943 -2.2945
H -1.6151 -2.4772 -0.1992
H -2.2003 -4.3135 1.0697
H -2.8026 -5.6849 2.7382
H -4.3668 -7.3301 3.8350
H -7.6258 -10.0400 2.7054
H -7.7253 -9.0580 1.1975
H -6.2011 -9.8672 1.6413
H -9.0814 -7.4403 2.0942
H -10.7550 -6.2932 3.5276
H -10.3028 -5.9669 5.9704
H -8.1421 -6.7865 6.9390
H -6.4043 -7.7990 5.4279
H -7.0048 -7.0545 0.4608
H -5.6608 -5.2314 -0.4732
H -4.4727 -5.2695 -1.9076
H -4.5000 -4.0135 -3.9700
```

Molar mass ... 495.626 g/mol
Highest occupied orbital energy ... -6.1 eV
E_tot ... -1552.405123 hartree
Energy relative to the best compared isomer or geometry (same formula, charge and spin) ... 0.0 kcal per mole
Net charge ... 0
Orbital gap ... 3.53 eV
LUMO level ... -2.620 eV

=====

The following is a DFT calculation (the ωB97M-V functional and the def2-TZVPD basis) of one molecule with the formula C7H13N3O5 in a non-equilibrium geometry.

Geometry as XYZ:
```
28
C7H13N3O5, DFT the ωB97M-V functional and the def2-TZVPD basis
C -1.8199 0.0901 -0.4221
C -0.5332 -0.4561 -0.0153
C -3.0195 -0.8380 -0.0970
C 1.9298 -0.4798 -0.7620
C 2.3008 -1.9302 -0.1923
C 2.2947 0.4644 0.4369
C 1.5467 1.8328 0.2851
H -2.2772 -0.0037 -2.3878
H -2.2307 1.5932 -1.5225
H -2.0318 0.7085 0.3455
H -3.8970 -0.3812 -0.7069
H -2.8473 -1.9026 -0.5209
H -2.8639 -1.4377 1.7178
H 0.2579 0.4887 -1.5819
H 2.4681 -0.5253 -1.7144
H 1.9299 0.1109 1.4096
H 3.3867 0.6918 0.3845
H 0.7250 3.2901 1.5283
H 1.5501 2.0515 2.4480
H 0.7176 -1.8036 0.8274
N -1.8479 0.7235 -1.6946
N 0.4608 -0.3220 -0.9757
N 1.3298 2.4994 1.5150
O -0.2310 -0.8285 1.1509
O -3.5223 -1.0419 1.1520
O 3.3509 -2.4917 -0.4481
O 1.4443 2.3959 -0.7664
O 1.4289 -2.4985 0.6068
```

Structure (SMILES) ... NC(=O)C[C@H](NC(=O)[C@@H](N)CO)C(=O)O
Molar mass ... 219.197 g/mol
Highest occupied orbital energy ... -9.8 eV
E_tot ... -814.987518 hartree
Energy relative to the best compared isomer or geometry (same formula, charge and spin) ... 56.9 kcal per mole
Net charge ... 0
Orbital gap ... 10.08 eV
LUMO level ... 0.288 eV

=====

The following is a DFT calculation (the ωB97M-V functional and the def2-TZVPD basis) of C30H36N5O3PPtTe as an isolated structure in a non-equilibrium geometry.

Geometry as XYZ:
```
77
C30H36N5O3PPtTe, DFT the ωB97M-V functional and the def2-TZVPD basis
Pt -0.3321 -1.7309 1.4344
C 2.9258 -1.9977 4.5282
O 2.3247 -2.8861 5.4302
C 1.1070 -3.4695 5.1450
C 0.7788 -4.4826 6.0277
C -0.4157 -5.1814 5.9166
C -1.2730 -4.8707 4.8952
C -0.9877 -3.8379 3.9809
C -1.9474 -3.6608 2.9406
N -2.0244 -2.6831 2.0887
N -3.0415 -2.6780 1.2214
C -2.8635 -2.0342 0.1039
O -1.7465 -1.4443 -0.2209
C -4.0379 -2.0573 -0.7902
C -4.1700 -1.2545 -1.9177
C -5.3078 -1.3146 -2.7003
C -6.3344 -2.1820 -2.3732
C -6.2099 -2.9998 -1.2612
C -5.0752 -2.9428 -0.4814
C 0.2189 -3.0790 4.0992
O 0.5427 -2.0820 3.3191
H 3.9325 -1.8334 4.9189
H 2.3833 -1.0475 4.4924
H 2.9858 -2.4113 3.5180
H 1.4896 -4.7121 6.8065
H -0.6559 -5.9633 6.6200
H -2.2033 -5.4085 4.7841
H -2.7044 -4.4422 2.8568
H -3.3760 -0.5692 -2.1780
H -5.3936 -0.6779 -3.5695
H -7.2268 -2.2225 -2.9827
H -7.0041 -3.6858 -1.0048
H -4.9614 -3.5713 0.3876
C 1.4558 5.0968 -5.7363
C 0.8779 4.0496 -4.8381
C 1.2670 2.7234 -4.9303
C 0.7176 1.7452 -4.1166
C 1.2274 0.3431 -4.2633
C -0.2541 2.0860 -3.1672
Te -1.1395 0.5598 -1.9440
C -0.6403 3.4273 -3.0604
C -1.6701 3.9032 -2.0731
C -0.0764 4.3834 -3.8891
H 2.2445 4.6813 -6.3576
H 1.8617 5.9234 -5.1546
H 0.6835 5.5019 -6.3899
H 2.0137 2.4470 -5.6598
H 1.5269 0.1422 -5.2904
H 0.4709 -0.3851 -3.9692
H 2.1001 0.1985 -3.6239
H -1.9412 3.1154 -1.3702
H -2.5772 4.2135 -2.5909
H -1.2912 4.7647 -1.5233
H -0.3969 5.4126 -3.8008
C 2.8075 2.4562 1.8868
N 1.4247 2.2733 1.2912
C 1.5571 2.3471 -0.2250
N 2.5210 1.4381 -0.7103
C 3.8082 1.6721 -0.0909
N 3.7265 1.5252 1.3521
C 3.4430 0.1555 1.7522
P 1.7674 -0.5808 1.0958
C 0.8359 0.9752 1.6969
C 2.1019 0.0498 -0.6315
H 2.7338 2.3332 2.9702
H 3.1327 3.4752 1.6511
H 0.8109 3.0299 1.6030
H 1.8482 3.3717 -0.4789
H 0.5750 2.1131 -0.6664
H 4.1425 2.6882 -0.3286
H 4.5342 0.9643 -0.4879
H 3.4576 0.1007 2.8413
H 4.2497 -0.4834 1.3888
H 0.7913 0.9193 2.7889
H -0.1905 0.9004 1.3151
H 1.1824 -0.0719 -1.2245
H 2.8825 -0.5714 -1.0757
```

Molar mass ... 868.302 g/mol
Highest occupied orbital energy ... -5.7 eV
E_tot ... -2392.812044 hartree
Energy relative to the best compared isomer or geometry (same formula, charge and spin) ... 99.1 kcal per mole
Net charge ... 0
Orbital gap ... 4.46 eV
LUMO level ... -1.233 eV

=====

What is the molar mass in the second record?
100.161 g/mol